(1)
Molecular formula: C62H46AuF9N4O2PS3
Method: DFT, ωB97M-V/def2-TZVPD

Last column: Löwdin charge in e.
Atoms and positions in Å:
Au 1.254 -0.248 0.577  1.1440
C -4.370 1.730 -6.038  -0.0287
C -3.522 1.604 -4.823  -0.2429
C -3.361 0.363 -4.193  -0.0061
C -2.564 0.230 -3.076  -0.0633
C -1.900 1.351 -2.574  -0.3454
C -2.036 2.587 -3.192  -0.0687
C -2.851 2.706 -4.304  -0.0116
S -0.918 1.347 -1.080  1.1171
O -0.119 0.012 -1.121  -0.6594
C -2.145 1.054 0.166  -0.3266
C -2.596 -0.255 0.431  -0.0610
C -3.562 -0.441 1.378  0.0136
C -4.116 0.653 2.095  -0.1434
C -5.109 0.458 3.072  -0.0066
C -5.620 1.527 3.770  -0.0345
C -5.150 2.824 3.523  -0.0325
C -4.175 3.044 2.578  0.0039
C -3.651 1.963 1.835  -0.1102
C -2.635 2.151 0.855  -0.1863
C -2.056 3.491 0.656  -0.1813
C -2.745 4.473 -0.112  -0.1170
C -4.044 4.247 -0.623  -0.0041
C -4.672 5.218 -1.366  -0.0357
C -4.026 6.434 -1.641  -0.0350
C -2.758 6.669 -1.174  -0.0006
C -2.090 5.695 -0.397  -0.1422
C -0.778 5.915 0.091  0.0204
C -0.135 4.972 0.847  -0.0264
C -0.791 3.760 1.137  -0.3041
S -0.044 2.440 2.046  1.0925
O 0.922 1.837 1.026  -0.6390
C 1.023 3.225 3.223  -0.3997
C 2.314 3.607 2.889  -0.0996
C 3.098 4.219 3.846  -0.0196
C 2.614 4.455 5.136  -0.2516
C 3.452 5.136 6.152  -0.0287
C 1.318 4.045 5.448  -0.0093
C 0.521 3.426 4.503  -0.0573
H -5.214 1.043 -6.004  0.0903
H -3.787 1.500 -6.932  0.1017
H -4.754 2.743 -6.147  0.0895
H -3.890 -0.496 -4.585  0.1236
H -2.464 -0.722 -2.582  0.0288
H -1.512 3.451 -2.805  0.1143
H -2.961 3.673 -4.777  0.1278
H -2.184 -1.090 -0.118  0.0589
H -3.933 -1.435 1.591  0.1248
H -5.463 -0.544 3.267  0.1224
H -6.388 1.375 4.514  0.1203
H -5.562 3.652 4.081  0.1195
H -3.815 4.045 2.391  0.1232
H -4.542 3.310 -0.420  0.1246
H -5.672 5.054 -1.741  0.1185
H -4.539 7.185 -2.225  0.1203
H -2.252 7.599 -1.392  0.1249
H -0.290 6.850 -0.144  0.1302
H 0.851 5.157 1.229  0.1092
H 2.695 3.426 1.893  0.1136
H 4.099 4.537 3.589  0.1249
H 4.494 5.181 5.845  0.0872
H 3.394 4.630 7.114  0.0944
H 3.101 6.158 6.300  0.1047
H 0.929 4.214 6.443  0.1311
H -0.481 3.110 4.760  0.1196
N 3.438 0.431 4.190  0.1323
C 2.385 -0.244 4.738  -0.0256
C 1.594 -0.614 3.694  -0.1037
N 2.157 -0.164 2.533  -0.0669
C 3.268 0.465 2.864  -0.1530
H 4.203 0.855 4.691  0.1829
H 2.294 -0.402 5.796  0.1392
H 0.673 -1.165 3.711  0.1168
H 3.953 0.942 2.186  0.1519
S -0.950 -2.662 -2.075  0.7521
C -1.155 -3.421 -3.619  -0.7195
N -2.195 -4.296 -3.775  0.0882
C -2.402 -4.944 -4.943  -0.0166
C -1.559 -4.681 -5.993  -0.0080
C -0.522 -3.764 -5.772  -0.0668
N -0.321 -3.165 -4.615  0.0850
H -2.801 -4.465 -2.980  0.1465
H -3.233 -5.633 -4.983  0.1459
H -1.697 -5.168 -6.945  0.1208
H 0.186 -3.516 -6.554  0.1251
F 4.778 -1.447 -6.147  0.1754
C 3.724 -2.237 -5.915  -0.5793
F 4.025 -3.474 -6.345  0.1551
F 2.697 -1.784 -6.668  0.1377
C 3.348 -2.243 -4.455  -0.0814
C 2.445 -1.296 -3.978  0.0232
C 2.098 -1.302 -2.639  -0.0917
C 2.662 -2.258 -1.788  -0.3516
C 3.593 -3.180 -2.269  -0.0611
C 3.931 -3.175 -3.607  0.0275
P 2.117 -2.281 -0.084  1.0294
C 0.893 -3.585 0.140  -0.4313
C -0.122 -3.434 1.069  -0.1203
C -1.083 -4.420 1.222  0.0134
C -1.029 -5.550 0.425  -0.0955
C 0.001 -5.723 -0.496  0.0158
C 0.960 -4.741 -0.635  -0.0790
C -2.103 -6.599 0.496  -0.5743
F -3.024 -6.319 1.426  0.1589
F -2.746 -6.662 -0.707  0.1274
F -1.600 -7.809 0.742  0.1794
C 3.510 -2.655 0.965  -0.3552
C 3.363 -3.437 2.114  -0.0392
C 4.408 -3.522 3.016  0.0280
C 5.587 -2.832 2.767  -0.0843
C 5.752 -2.092 1.604  0.0180
C 4.711 -1.996 0.703  -0.0715
C 6.705 -2.878 3.778  -0.5821
F 7.538 -3.889 3.526  0.1855
F 6.221 -3.032 5.025  0.1503
F 7.415 -1.733 3.758  0.1468
H 2.014 -0.567 -4.648  0.1363
H 1.391 -0.579 -2.259  0.0515
H 4.053 -3.902 -1.603  0.1242
H 4.638 -3.896 -3.995  0.1400
H -0.196 -2.535 1.668  0.0843
H -1.881 -4.298 1.941  0.1316
H 0.045 -6.620 -1.098  0.1425
H 1.748 -4.865 -1.364  0.1132
H 2.441 -3.963 2.315  0.1151
H 4.305 -4.115 3.915  0.1402
H 6.685 -1.584 1.412  0.1388
H 4.833 -1.403 -0.193  0.1200

Calculated values
HOMO energy (alpha / beta)	-0.5227 / -0.5227	Eh
energy above the lowest of the compared OMol25 structures with the same formula, charge and spin	24.45	kcal per mole
charge	+3
orbital gap (alpha / beta)	4.007 / 4.006	eV
lowest unoccupied orbital energy (alpha / beta)	-10.22 / -10.22	eV

---

(2)
Molecular formula: C62H46GeN4OOs
Method: DFT, ωB97M-V/def2-TZVPD

Last column: Löwdin charge in e.
Atoms and positions in Å:
Os 0.889 -0.992 1.181  1.6827
C -2.045 2.609 7.325  -0.0747
C -2.384 2.980 6.035  -0.0674
C -1.889 2.271 4.957  -0.0339
C -1.053 1.176 5.158  -0.2223
C -0.756 0.777 6.457  -0.0181
C -1.243 1.500 7.533  -0.0662
C -0.447 0.496 3.988  -0.0524
C 0.634 1.123 3.377  -0.2200
C 1.136 2.417 3.723  0.0433
C 2.199 2.667 2.914  0.0256
C 2.396 1.501 2.106  -0.2147
C 3.489 1.273 1.271  -0.0336
C 4.552 2.278 1.229  -0.1911
C 5.106 2.768 2.415  -0.0370
C 6.101 3.724 2.381  -0.0616
C 6.564 4.206 1.166  -0.0669
C 6.028 3.719 -0.017  -0.0645
C 5.033 2.762 0.010  -0.0351
C 3.669 0.077 0.518  -0.2225
N 2.720 -0.901 0.349  -0.0839
C 3.309 -1.882 -0.422  -0.2351
C 2.644 -3.014 -0.955  -0.0554
C 3.365 -3.729 -2.038  -0.2280
C 4.190 -4.821 -1.800  -0.0212
C 4.917 -5.377 -2.840  -0.0668
C 4.810 -4.867 -4.121  -0.0748
C 3.965 -3.799 -4.368  -0.0651
C 3.251 -3.226 -3.332  -0.0240
C 1.332 -3.367 -0.679  -0.2391
C 0.594 -4.368 -1.391  0.0397
C -0.689 -4.312 -0.954  0.0320
C -0.740 -3.322 0.085  -0.2168
N 0.503 -2.752 0.232  -0.0657
C -1.849 -2.990 0.855  -0.0387
C -1.771 -2.147 2.010  -0.2502
C -2.730 -2.116 3.037  0.0143
C -2.286 -1.194 3.970  0.0278
C -1.080 -0.660 3.478  -0.2400
N -0.754 -1.271 2.283  -0.1110
C -3.199 -3.419 0.476  -0.1928
C -4.143 -2.401 0.298  -0.0362
C -5.427 -2.696 -0.111  -0.0593
C -5.807 -4.014 -0.313  -0.0668
C -4.885 -5.032 -0.119  -0.0639
C -3.586 -4.742 0.264  -0.0300
C 4.639 -1.525 -0.718  0.0251
C 4.866 -0.297 -0.128  0.0113
N 1.393 0.598 2.356  -0.0673
H -2.411 3.179 8.164  0.1066
H -3.032 3.827 5.866  0.1077
H -2.152 2.556 3.948  0.1171
H -0.132 -0.089 6.624  0.1235
H -0.989 1.203 8.538  0.1079
H 0.720 3.054 4.478  0.1216
H 2.782 3.564 2.865  0.1181
H 4.778 2.362 3.361  0.1228
H 6.524 4.083 3.307  0.1098
H 7.352 4.942 1.143  0.1077
H 6.392 4.084 -0.965  0.1081
H 4.602 2.397 -0.911  0.1186
H 4.273 -5.229 -0.803  0.1235
H 5.576 -6.209 -2.650  0.1079
H 5.386 -5.294 -4.927  0.1072
H 3.868 -3.407 -5.368  0.1077
H 2.607 -2.378 -3.518  0.1168
H 1.014 -5.014 -2.136  0.1248
H -1.520 -4.899 -1.290  0.1094
H -3.626 -2.704 3.074  0.1210
H -2.761 -0.918 4.890  0.1194
H -3.839 -1.375 0.453  0.1137
H -6.130 -1.891 -0.267  0.1112
H -6.818 -4.245 -0.611  0.1077
H -5.184 -6.061 -0.256  0.1088
H -2.885 -5.545 0.442  0.1193
H 5.327 -2.112 -1.295  0.1201
H 5.778 0.263 -0.140  0.1142
C -2.200 1.362 0.688  -0.1507
Ge -1.495 1.356 -1.174  1.0544
C -0.408 3.033 -1.423  -0.2556
C -0.754 4.158 -0.683  -0.1240
C 0.070 5.270 -0.654  -0.0791
C 1.263 5.269 -1.356  -0.0769
C 1.599 4.168 -2.124  -0.0801
C 0.765 3.063 -2.166  -0.1030
C -2.694 0.445 -2.521  -0.1869
C -2.689 -0.928 -2.542  -0.1111
C -3.502 -1.641 -3.433  -0.0646
C -4.337 -0.981 -4.290  -0.0181
C -4.380 0.427 -4.296  -0.1626
C -5.227 1.135 -5.175  -0.0270
C -5.231 2.502 -5.191  -0.0708
C -4.391 3.219 -4.327  -0.0666
C -3.572 2.560 -3.454  -0.0441
C -3.539 1.154 -3.407  -0.1838
H -3.273 1.517 0.721  0.0322
H -1.707 2.146 1.257  0.0126
H -1.967 0.402 1.134  -0.0121
H -1.688 4.176 -0.137  0.0981
H -0.220 6.139 -0.082  0.1066
H 1.921 6.125 -1.316  0.1072
H 2.515 4.167 -2.695  0.1051
H 1.031 2.225 -2.792  0.0870
H -2.038 -1.486 -1.883  0.0874
H -3.455 -2.719 -3.431  0.1067
H -4.961 -1.523 -4.988  0.1176
H -5.871 0.580 -5.841  0.1150
H -5.874 3.039 -5.872  0.1070
H -4.407 4.298 -4.352  0.1074
H -2.926 3.111 -2.782  0.0858
C 0.551 -0.331 -2.157  -0.1942
O -0.155 0.027 -0.987  -0.4417
H 0.024 0.009 -3.054  0.0843
H 0.640 -1.418 -2.213  0.0691
H 1.549 0.113 -2.142  0.0797

Calculated values
HOMO energy (alpha / beta)	-0.2962 / -0.3696	Eh
multiplicity	6
energy above the lowest of the compared OMol25 structures with the same formula, charge and spin	0.00	kcal per mole
⟨S²⟩	8.876
charge	+1
orbital gap (alpha / beta)	4.595 / 4.693	eV
lowest unoccupied orbital energy (alpha / beta)	-3.46 / -5.36	eV